(1)
Entry from OMol25: C61H41ClN8O4SSeSn as an isolated structure (wB97M-V/def2-TZVPD).

Each line ends with the Mulliken charge.
Geometry (Å):
Sn  0.303  0.947  0.518  0.809
C  -4.398  6.255  3.613  -0.152
C  -4.379  5.099  4.397  -0.784
C  -3.624  4.042  4.011  0.313
C  -2.859  4.036  2.840  -0.439
C  -2.920  5.199  2.035  0.089
C  -3.709  6.289  2.380  -0.982
C  -2.022  2.949  2.450  0.170
C  -0.653  3.152  2.562  0.696
C  -0.079  4.343  3.159  -1.216
C  1.236  4.427  3.044  -1.397
C  1.648  3.145  2.425  -0.109
C  2.950  2.787  2.235  1.753
C  4.073  3.651  2.736  -0.350
C  4.781  3.335  3.859  0.059
C  5.744  4.170  4.392  -0.794
C  6.187  5.259  3.711  -0.562
C  5.458  5.570  2.506  -0.793
C  4.414  4.805  2.063  -0.045
C  3.338  1.416  1.967  0.158
N  2.477  0.425  1.491  0.038
C  3.124  -0.668  1.312  0.341
C  2.605  -1.925  0.825  1.399
C  3.382  -3.136  0.598  -0.506
C  3.941  -3.385  -0.679  0.449
C  4.638  -4.580  -0.900  -0.984
C  4.963  -5.440  0.141  -0.313
C  4.501  -5.093  1.414  -0.829
C  3.805  -3.965  1.629  0.211
C  1.239  -2.194  0.655  -0.141
C  0.700  -3.489  0.147  -1.051
C  -0.638  -3.331  0.062  -1.173
C  -0.949  -1.906  0.451  0.868
N  0.134  -1.259  0.835  -0.541
C  -2.282  -1.440  0.486  0.863
C  -2.621  -0.257  1.079  0.319
C  -3.960  0.142  1.394  -1.081
C  -3.938  1.446  1.918  -1.467
C  -2.476  1.745  1.865  0.861
N  -1.756  0.780  1.401  -0.002
C  -3.251  -2.316  -0.085  -0.351
C  -3.086  -2.549  -1.472  -0.044
C  -3.877  -3.525  -2.183  -0.848
C  -4.641  -4.306  -1.398  0.029
C  -4.833  -4.046  -0.049  -0.956
C  -4.099  -3.110  0.638  0.022
C  4.512  -0.486  1.641  -1.575
C  4.615  0.800  2.050  -1.011
N  0.438  2.430  2.124  -0.131
H  -5.026  7.083  3.969  0.457
H  -4.966  4.953  5.282  0.365
H  -3.684  3.135  4.634  0.386
H  -2.305  5.370  1.152  0.401
H  -3.937  6.999  1.633  0.427
H  -0.595  5.116  3.660  0.523
H  1.855  5.237  3.437  0.408
H  4.524  2.449  4.489  0.352
H  6.182  3.807  5.280  0.428
H  6.896  5.880  4.172  0.422
H  5.633  6.482  2.083  0.468
H  3.875  5.123  1.140  0.385
H  3.665  -2.821  -1.548  0.380
H  5.081  -4.823  -1.827  0.467
H  5.485  -6.417  -0.115  0.298
H  4.914  -5.754  2.186  0.332
H  3.380  -3.804  2.647  0.343
H  1.366  -4.338  -0.158  0.445
H  -1.408  -4.077  -0.170  0.395
H  -4.905  -0.362  1.252  0.487
H  -4.760  1.862  2.398  0.566
H  -2.514  -1.766  -2.120  0.182
H  -3.835  -3.649  -3.304  0.465
H  -5.244  -5.109  -1.768  0.376
H  -5.594  -4.597  0.587  0.246
H  -4.053  -3.139  1.750  0.401
H  5.176  -1.363  1.681  0.515
H  5.558  1.347  2.263  0.363
O  -5.556  9.303  3.878  -0.687
Cl  -5.006  10.539  4.505  1.652
O  -4.737  11.478  3.465  -0.654
O  -3.832  10.204  5.264  -0.667
O  -5.983  11.080  5.402  -0.668
N  1.671  -0.538  -2.777  0.589
C  2.584  0.600  -2.714  -0.475
C  3.331  0.820  -1.539  0.694
C  4.287  1.823  -1.560  -0.435
C  4.465  2.629  -2.705  -0.853
C  3.654  2.461  -3.832  -0.735
C  2.806  1.351  -3.858  0.551
S  1.942  1.068  -5.358  -0.192
N  1.605  -0.618  -5.164  -0.781
C  1.439  -1.125  -4.007  0.849
C  0.862  -2.502  -3.964  0.634
C  -0.097  -2.813  -4.955  -1.386
C  -0.722  -4.082  -4.842  0.253
C  -0.362  -4.880  -3.756  -0.505
C  0.551  -4.433  -2.827  -0.139
N  1.209  -3.276  -2.871  0.041
H  1.728  -1.194  -1.983  -0.545
H  3.258  0.057  -0.740  -0.230
H  4.710  2.071  -0.622  0.567
H  5.218  3.398  -2.720  0.374
H  3.690  3.031  -4.703  0.478
H  -0.372  -2.142  -5.774  0.437
H  -1.473  -4.333  -5.599  0.055
H  -0.881  -5.861  -3.656  0.131
H  0.854  -5.106  -2.020  0.442
Se  -3.757  -4.401  -7.499  -0.517
C  -4.240  -5.627  -6.077  -0.172
C  -5.574  -5.678  -5.628  -0.259
C  -5.903  -6.331  -4.484  -0.377
N  -4.944  -7.047  -3.758  -0.721
C  -3.706  -7.057  -4.268  -0.294
C  -3.275  -6.413  -5.413  -0.364
H  -6.269  -5.028  -6.173  0.314
H  -6.903  -6.452  -4.147  0.407
H  -2.934  -7.565  -3.711  0.383
H  -2.261  -6.471  -5.790  0.704

* LUMO energy: 1.30 eV
* charge: -2
* largest force on an atom: 5.75 eV Å⁻¹
* total energy: -6562.01860 a.u.
* HOMO-LUMO gap: 4.10 eV

=====

(2)
Entry from OMol25: a 4-piece molecular cluster, C61H46ClIO8 overall (wB97M-V/def2-TZVPD).

Each line ends with the Mulliken charge.
Geometry (Å):
C  1.833  -2.971  3.344  -0.962
C  1.879  -1.551  3.901  -0.422
C  1.754  -0.471  2.815  -0.653
C  1.138  0.826  3.341  -1.066
C  -0.390  0.706  3.499  0.011
C  -1.157  1.512  2.456  -1.121
C  -2.626  1.106  2.369  0.082
C  -3.458  1.461  3.596  -0.689
C  -4.829  0.763  3.572  -1.425
C  -4.601  -0.717  3.639  0.832
C  -4.260  -1.356  4.760  -0.442
C  -3.947  -2.804  4.726  -0.357
O  -4.193  -3.547  5.646  -0.549
C  -3.302  -3.276  3.452  0.946
C  -2.344  -4.280  3.405  -0.667
I  -1.642  -5.305  5.084  0.129
C  -1.747  -4.603  2.195  -0.395
C  -2.114  -3.950  1.038  -0.441
C  -3.085  -2.966  1.072  0.117
Cl  -3.458  -2.152  -0.399  -0.221
C  -3.678  -2.617  2.274  0.524
C  -4.698  -1.527  2.395  0.085
O  -5.556  -1.324  1.569  -0.574
H  0.951  -3.091  2.713  0.089
H  1.805  -3.712  4.139  0.368
H  2.697  -3.152  2.704  0.261
H  2.834  -1.401  4.405  0.367
H  1.085  -1.423  4.639  0.334
H  1.138  -0.858  1.997  0.263
H  2.744  -0.282  2.397  0.475
H  1.603  1.065  4.299  0.390
H  1.381  1.645  2.662  0.417
H  -0.679  1.024  4.502  0.228
H  -0.664  -0.351  3.420  0.081
H  -1.061  2.578  2.671  0.341
H  -0.702  1.333  1.479  0.386
H  -3.090  1.560  1.490  0.359
H  -2.634  0.027  2.193  -0.126
H  -3.582  2.544  3.640  0.473
H  -2.936  1.167  4.509  0.327
H  -5.323  1.026  2.637  0.353
H  -5.447  1.083  4.408  0.453
H  -4.245  -0.859  5.722  0.590
H  -0.976  -5.357  2.151  0.403
H  -1.638  -4.179  0.097  0.452
O  2.787  -3.771  -0.254  -0.672
C  2.862  -3.659  -1.460  0.526
C  3.998  -2.944  -2.105  0.187
C  5.012  -2.429  -1.307  -0.514
C  6.084  -1.775  -1.890  -0.685
C  6.152  -1.634  -3.272  -0.428
C  5.139  -2.138  -4.070  -0.671
C  4.058  -2.792  -3.493  0.213
C  2.972  -3.308  -4.373  0.510
O  2.998  -3.135  -5.573  -0.665
C  1.848  -4.048  -3.728  0.429
C  0.837  -4.570  -4.526  -0.647
C  -0.204  -5.276  -3.948  -0.558
C  -0.238  -5.468  -2.571  -0.507
C  0.763  -4.944  -1.772  -0.730
C  1.806  -4.228  -2.345  0.152
H  4.949  -2.548  -0.234  0.512
H  6.872  -1.373  -1.267  0.436
H  6.994  -1.124  -3.724  0.593
H  5.176  -2.030  -5.145  0.503
H  0.879  -4.417  -5.595  0.483
H  -0.990  -5.683  -4.570  0.408
H  -1.048  -6.030  -2.123  0.457
H  0.756  -5.088  -0.700  0.688
O  -9.424  3.196  5.780  -0.668
C  -9.765  3.146  4.617  0.542
C  -9.342  2.022  3.736  0.248
C  -8.566  1.003  4.274  -0.791
C  -8.175  -0.060  3.478  -0.341
C  -8.554  -0.108  2.140  -0.543
C  -9.320  0.909  1.595  -0.743
C  -9.718  1.976  2.391  0.275
C  -10.530  3.068  1.783  0.599
O  -10.820  3.054  0.606  -0.662
C  -10.977  4.180  2.672  0.163
C  -11.763  5.194  2.138  -0.543
C  -12.201  6.227  2.949  -0.483
C  -11.855  6.254  4.296  -0.470
C  -11.066  5.250  4.831  -0.577
C  -10.623  4.211  4.022  0.217
H  -8.277  1.058  5.314  0.532
H  -7.565  -0.852  3.895  0.545
H  -8.235  -0.937  1.523  0.446
H  -9.610  0.889  0.554  0.482
H  -12.026  5.159  1.090  0.476
H  -12.814  7.015  2.532  0.395
H  -12.202  7.060  4.928  0.398
H  -10.786  5.260  5.875  0.473
O  11.680  4.214  -7.454  -0.665
C  11.015  3.417  -6.828  0.528
C  11.590  2.674  -5.670  0.220
C  12.904  2.925  -5.295  -0.612
C  13.452  2.260  -4.212  -0.480
C  12.690  1.342  -3.496  -0.527
C  11.382  1.083  -3.870  -0.504
C  10.828  1.746  -4.957  0.188
C  9.423  1.441  -5.350  0.526
O  8.773  0.604  -4.759  -0.659
C  8.840  2.201  -6.492  0.135
C  7.521  1.960  -6.858  -0.559
C  6.955  2.664  -7.906  -0.587
C  7.703  3.614  -8.594  -0.440
C  9.019  3.854  -8.238  -0.656
C  9.593  3.149  -7.188  0.394
H  13.483  3.642  -5.859  0.476
H  14.475  2.457  -3.921  0.399
H  13.119  0.828  -2.647  0.404
H  10.781  0.368  -3.326  0.494
H  6.950  1.221  -6.314  0.625
H  5.928  2.476  -8.189  0.411
H  7.257  4.166  -9.410  0.391
H  9.613  4.586  -8.766  0.480

* LUMO energy: -1.14 eV
* largest force on an atom: 0.40 eV Å⁻¹
* total energy: -3711.98885 a.u.
* HOMO-LUMO gap: 7.96 eV
* SMILES: CCCCCCCCCC1=CC(=O)c2c(I)ccc(Cl)c2C1=O.O=C1c2ccccc2C(=O)c2ccccc21.O=C1c2ccccc2C(=O)c2ccccc21.O=C1c2ccccc2C(=O)c2ccccc21